C3H2N2O2S | ωB97M-V with the def2-TZVPD basis set

The geometry in XYZ format:
```
10
Properties=species:S:1:pos:R:3:lowdin_charge:R:1
C -1.10585 -0.68650 -0.28716 -0.272
C -1.31853 0.64705 -0.11972 -0.085
C -0.00880 1.33041 -0.04017 -0.176
N 0.04283 -1.28348 -0.16537 -0.107
N 1.13808 1.73069 0.09649 0.147
O 2.39936 -0.59305 -0.72624 -0.229
O 1.73231 -0.47818 1.64618 -0.236
S 1.41228 -0.50663 0.25775 0.716
H -2.03975 -1.30982 -0.53916 0.160
H -2.25192 1.14949 -0.12259 0.083
```

The value obtained for the LUMO energy is -0.835 eV. The highest occupied orbital energy is -9.45 eV. The largest force on an atom comes out at 5.31 eV/A. As for the molar mass: 130.13 g mol⁻¹. The value obtained for the frontier orbital gap is 8.62 eV. As for the energy relative to the best compared isomer or geometry (same formula, charge and spin): 483.0 kJ/mol.

CH2O2S | ωB97M-V with the def2-TZVPD basis set

The geometry in XYZ format:
```
6
Properties=species:S:1:pos:R:3:lowdin_charge:R:1
O 0.90524 1.31004 -0.06468 0.107
C 0.40844 0.26970 -0.09282 -0.869
O 1.10738 -0.90724 -0.01845 0.045
S -1.40715 -0.04444 -0.07699 0.788
H 0.80976 -1.78185 -0.05277 0.072
H -1.82367 1.15379 0.30572 -0.142
```

The value obtained for the LUMO energy is 0.429 eV. The highest occupied orbital energy is -10.31 eV. The largest force on an atom comes out at 4.63 eV/A. As for the molar mass: 78.09 g mol⁻¹. The value obtained for the frontier orbital gap is 10.74 eV. As for the energy relative to the best compared isomer or geometry (same formula, charge and spin): 56.5 kJ/mol.

C42H52CdO5P2 | ωB97M-V with the def2-TZVPD basis set

The geometry in XYZ format:
```
102
Properties=species:S:1:pos:R:3:lowdin_charge:R:1
Cd -0.55290 0.38394 -0.19663 1.363
C 2.09434 0.72967 3.98401 -0.063
C 2.21527 0.00024 2.66702 -0.205
C 1.67124 -1.28092 2.55020 -0.197
C 0.71673 -1.79808 3.59990 -0.047
C 2.03003 -2.10298 1.47642 -0.191
C 1.44672 -3.49349 1.42551 -0.049
C 2.90757 -1.62110 0.49373 -0.188
C 3.49663 -2.53426 -0.55838 -0.046
C 3.26632 -0.26789 0.50518 -0.202
C 4.06121 0.34163 -0.62533 -0.046
C 2.91750 0.54581 1.58862 -0.200
C 3.34126 1.99466 1.58397 -0.044
H 1.13335 1.23764 4.09056 0.046
H 2.88686 1.46718 4.10031 0.073
H 2.18780 0.02369 4.80904 0.081
H 1.21877 -2.46332 4.30963 0.091
H -0.09188 -2.35679 3.12950 0.070
H 0.26459 -0.98475 4.16437 0.068
H 1.44129 -3.95748 2.41160 0.079
H 1.99090 -4.14959 0.75386 0.050
H 0.41111 -3.44305 1.07130 0.070
H 2.94489 -2.48741 -1.50001 0.058
H 3.49892 -3.57068 -0.23404 0.067
H 4.53376 -2.26862 -0.75727 0.076
H 5.00845 0.75436 -0.27047 0.089
H 3.49508 1.16120 -1.07668 0.061
H 4.27543 -0.37455 -1.41281 0.062
H 4.41184 2.10376 1.78200 0.094
H 2.79652 2.57562 2.32556 0.038
H 3.13561 2.44422 0.61137 0.075
C 1.83389 -5.59563 -4.29462 -0.092
C 1.47491 -4.41095 -4.91686 -0.084
C 0.86947 -3.39171 -4.19172 -0.090
C 0.62800 -3.54666 -2.82971 -0.387
C 0.98773 -4.74837 -2.21436 -0.110
C 1.57629 -5.76920 -2.94034 -0.080
P -0.01260 -2.21962 -1.72676 1.079
C -0.19920 -0.86291 -2.94002 -0.405
C -1.35679 -0.41030 -3.45028 -0.071
C -1.40078 0.69372 -4.39927 -0.037
C -0.33734 1.45188 -4.67000 -0.020
C 0.91340 1.26299 -3.89759 -0.191
C 1.06123 -0.05376 -3.10608 -0.242
C -1.73934 -2.75608 -1.45352 -0.328
C -2.32674 -3.69594 -2.26507 -0.087
C -3.62644 -4.16484 -2.00371 -0.077
C -4.30074 -3.71989 -0.90447 -0.037
C -3.72317 -2.77285 -0.02815 -0.174
C -4.41467 -2.35472 1.13353 -0.051
C -3.84128 -1.45601 1.98094 -0.092
C -2.58714 -0.89058 1.66885 -0.174
C -1.87637 -1.22013 0.53578 -0.206
C -2.43353 -2.23163 -0.31228 -0.220
H 2.31138 -6.38384 -4.86265 0.100
H 1.66336 -4.27876 -5.97533 0.102
H 0.56025 -2.48232 -4.69333 0.099
H 0.78403 -4.87337 -1.15645 0.096
H 1.84912 -6.69529 -2.44979 0.104
H -2.27548 -0.94705 -3.25667 0.115
H -2.33470 0.87229 -4.91732 0.116
H -0.37548 2.25178 -5.39764 0.108
H 1.80279 1.59156 -4.43291 0.151
H 1.95114 -0.66505 -3.26518 0.141
H -1.78110 -4.09783 -3.10899 0.101
H -4.07530 -4.89051 -2.67036 0.102
H -5.29352 -4.09598 -0.68421 0.110
H -5.39568 -2.76777 1.33856 0.107
H -4.35934 -1.14924 2.88300 0.098
H -2.18218 -0.15757 2.35803 0.056
C -3.30847 1.54967 -1.15497 -0.295
O -2.00555 1.28267 -1.55830 -0.471
H -3.83004 2.17334 -1.90122 0.064
H -3.36251 2.09680 -0.19765 0.043
H -3.90892 0.63051 -1.02195 0.060
O 0.85327 1.95771 -2.59298 0.019
C 1.01135 0.86409 -1.88821 -0.079
C 1.71603 5.60723 2.90306 -0.074
C 0.84987 4.52345 3.51878 -0.309
O -0.20695 4.14764 2.64789 -0.306
P -0.35490 2.66339 1.94794 0.849
O -0.12860 2.96278 0.38567 -0.388
C -0.88612 3.89176 -0.42846 -0.268
C -0.27606 5.28210 -0.41738 -0.066
O -1.98589 2.59934 1.92619 -0.347
C -2.70421 2.46014 3.15405 -0.305
C -3.29245 3.78304 3.61192 -0.068
H 2.50676 5.86951 3.60763 0.078
H 1.12492 6.49893 2.69390 0.077
H 2.16981 5.26470 1.97247 0.070
H 0.39686 4.89676 4.44092 0.117
H 1.46745 3.65850 3.77743 0.081
H -1.91948 3.90913 -0.08719 0.105
H -0.86438 3.46010 -1.42691 0.093
H -0.49365 5.79939 0.51492 0.063
H -0.68735 5.85789 -1.24741 0.078
H 0.80650 5.22197 -0.54005 0.078
H -2.04825 2.04920 3.93229 0.108
H -3.49759 1.73711 2.96417 0.107
H -2.50482 4.52834 3.70517 0.063
H -3.78102 3.65155 4.57870 0.078
H -4.02894 4.14473 2.89445 0.081
```

The value obtained for the LUMO energy is -0.081 eV. The highest occupied orbital energy is -7.24 eV. The largest force on an atom comes out at 0.77 eV/A. As for the molar mass: 811.23 g mol⁻¹. The value obtained for the frontier orbital gap is 7.16 eV. As for the energy relative to the best compared isomer or geometry (same formula, charge and spin): 381.4 kJ/mol.

C23H52O3P4ScSe | ωB97M-V with the def2-TZVPD basis set

The geometry in XYZ format:
```
84
Properties=species:S:1:pos:R:3:lowdin_charge:R:1
Sc -0.51127 0.40043 -0.85955 0.128
P 0.84646 0.67621 1.48596 0.773
P 1.58507 -0.01161 -2.62903 0.745
P 0.53078 -2.29434 -0.06416 0.722
H -4.80160 -0.85099 1.82398 0.063
C -4.00171 -1.51569 2.16723 -0.060
C -3.13308 -1.14018 3.11864 -0.080
H -3.15628 -0.14597 3.57389 0.052
C 0.40125 2.33138 2.12780 -0.261
C 2.67256 0.76630 1.49946 -0.238
C 0.47240 -0.28365 3.00207 -0.218
C 1.07142 -1.02678 -4.06693 -0.263
C 2.36376 1.39196 -3.50009 -0.277
C 3.08524 -0.91548 -2.09189 -0.245
C -0.74384 -2.88776 1.11773 -0.252
C 2.07509 -2.77131 0.81828 -0.241
C 0.47549 -3.70773 -1.24641 -0.270
H -3.97394 -2.51967 1.74218 0.061
H -2.45546 -1.86112 3.58538 0.062
H -0.69079 2.43848 2.17058 0.042
H 0.81503 3.12643 1.49543 0.025
H 0.81647 2.41677 3.14169 0.070
H 3.01429 1.31400 0.61077 0.039
H 3.11557 -0.23727 1.48564 0.041
H 3.00102 1.30432 2.40091 0.074
H -0.58565 -0.57967 2.99862 0.019
H 0.64560 0.35957 3.87611 0.076
H 1.10303 -1.17357 3.08701 0.045
H 1.70055 -0.77097 -4.92848 0.067
H 0.02372 -0.81086 -4.30876 0.013
H 1.15372 -2.09860 -3.85296 0.047
H 2.88407 1.01425 -4.39257 0.071
H 3.08461 1.89445 -2.84126 0.052
H 1.60510 2.12526 -3.79582 0.035
H 3.87955 -0.74874 -2.82947 0.077
H 2.89748 -1.99044 -2.00791 0.036
H 3.42536 -0.53663 -1.12204 0.032
H -0.71969 -3.98623 1.15235 0.077
H -1.73870 -2.55690 0.79675 0.020
H -0.56461 -2.49363 2.12107 0.021
H 2.09445 -3.86760 0.90761 0.071
H 2.13460 -2.33127 1.81854 0.027
H 2.94818 -2.45226 0.23719 0.035
H 0.80794 -4.60844 -0.71047 0.070
H 1.13774 -3.53554 -2.10167 0.033
H -0.54412 -3.87145 -1.61835 0.031
C -3.61286 -1.88894 -2.47649 -0.485
C -4.62603 -1.64417 -1.54146 -0.099
C -5.91887 -2.13805 -1.78302 -0.034
C -6.19128 -2.86917 -2.94740 -0.020
C -5.17064 -3.09942 -3.87896 -0.035
C -3.88768 -2.60132 -3.65408 -0.106
Se -1.73670 -1.43964 -2.15819 0.984
H -1.84213 0.16603 -2.24741 -0.046
H -4.39986 -1.09726 -0.62324 0.074
H -6.71871 -1.95916 -1.06443 0.124
H -7.19587 -3.25559 -3.13071 0.131
H -5.37003 -3.67459 -4.78232 0.128
H -3.08068 -2.78243 -4.36506 0.110
C 2.92447 5.49637 -2.42646 -0.040
C 2.02565 4.95095 -1.35422 -0.230
O 1.23178 3.87760 -1.95920 -0.305
P 0.04105 3.00111 -1.27291 1.210
O -1.17493 4.00329 -0.88772 -0.284
C -1.08988 5.23553 -0.11971 -0.237
C -2.49342 5.74062 0.02744 -0.036
O -2.02808 1.08410 -0.01932 -0.403
C -3.29492 1.72025 0.14354 -0.302
C -3.57975 2.11172 1.57351 -0.059
H 3.56579 4.72322 -2.86087 0.092
H 3.56837 6.25951 -1.98113 0.110
H 2.33137 5.96242 -3.21664 0.102
H 2.60329 4.53682 -0.51971 0.133
H 1.34763 5.73386 -0.99454 0.105
H -0.62702 5.03148 0.85425 0.129
H -0.48224 5.95861 -0.67718 0.116
H -3.17221 4.98180 0.42433 0.079
H -2.48576 6.59570 0.71112 0.112
H -2.86620 6.08712 -0.94266 0.106
H -3.32485 2.61603 -0.49638 0.105
H -4.09260 1.05256 -0.22012 0.110
H -2.92698 2.94111 1.87098 0.066
H -4.61898 2.45145 1.67112 0.107
H -3.42286 1.25615 2.23972 0.041
```

The value obtained for the LUMO energy (spin up / spin down) is -12.116 / -12.116 eV. The highest occupied orbital energy (spin up / spin down) is -16.67 / -16.67 eV. The largest force on an atom comes out at 5.57 eV/A. As for the molar mass: 624.48 g mol⁻¹. As for the charge: +3. The value obtained for the frontier orbital gap (spin up / spin down) is 4.56 / 4.56 eV.

C16H23N4O | ωB97M-V with the def2-TZVPD basis set

The geometry in XYZ format:
```
44
Properties=species:S:1:pos:R:3:lowdin_charge:R:1
O 52.47200 33.53000 49.61000 0.085
H 52.22100 32.66300 50.19200 0.116
H 53.29000 34.08000 50.00400 0.111
H 51.61200 33.92100 49.41900 0.044
N 53.99400 29.78700 47.10900 -0.037
C 52.87000 30.59000 46.90300 -0.174
C 53.23000 31.85500 47.08100 -0.076
C 54.79100 31.76600 47.19700 -0.108
C 55.15600 30.52500 47.28900 -0.194
H 54.09000 28.70100 47.07700 0.191
H 51.80300 29.98700 46.79000 0.179
H 52.53800 32.47200 46.95800 -0.014
H 55.63200 32.53900 47.34700 0.107
H 56.27400 30.29400 47.40200 0.150
N 50.13700 34.41100 48.01100 -0.008
C 49.66000 33.78200 49.12900 -0.135
C 49.78700 34.67400 50.16300 -0.009
C 50.20700 36.03000 49.44400 -0.046
C 50.48500 35.69100 48.24400 -0.217
H 50.07400 33.94000 47.04200 0.209
H 49.34000 32.84800 48.99300 0.081
H 49.36200 34.77500 51.03700 0.037
H 50.33800 37.02200 49.88200 0.112
H 50.57900 36.31400 47.35100 0.140
N 52.28800 32.07400 52.25000 0.007
C 51.01500 31.95400 51.76300 -0.183
C 50.98300 31.16200 50.67200 -0.084
C 52.46900 30.76300 50.42100 -0.043
C 53.16500 31.23400 51.56000 -0.087
H 52.62800 32.60400 53.07300 0.174
H 50.14600 32.47000 52.30600 0.158
H 50.09400 30.68700 50.24400 0.112
H 52.95500 30.09400 49.66900 0.101
H 54.14800 31.24000 51.70600 0.071
N 54.36600 35.68400 49.30600 -0.001
C 53.45300 36.29000 50.03400 -0.120
C 53.52500 35.62300 51.29500 -0.067
C 54.69500 34.65000 51.20700 -0.113
C 55.19000 34.74900 49.92500 -0.115
H 54.59500 35.86300 48.38800 0.135
H 53.00200 37.18200 49.72800 0.112
H 53.02500 35.72600 52.32100 0.122
H 55.25800 33.93800 52.01600 0.161
H 56.00100 34.16400 49.58400 0.111
```

The value obtained for the LUMO energy is -1.993 eV. The highest occupied orbital energy is -11.50 eV. The largest force on an atom comes out at 9.35 eV/A. As for the molar mass: 287.39 g mol⁻¹. As for the charge: +1. The value obtained for the frontier orbital gap is 9.51 eV. As for the energy relative to the best compared isomer or geometry (same formula, charge and spin): 741.8 kJ/mol.